(1)
Density functional theory data (ωB97M-V with the def2-TZVPD basis set) for a cluster of 3 separate species, C11H31BrN2O3PS in total at a distorted geometry.

Results
Charge: +1
Kohn-Sham gap (eV): 6.481

Element x y z (Å)
C: -3.05425 3.15144 1.96737
C: -2.69577 1.81720 1.08219
Br: -4.21013 1.12321 -0.03852
C: -2.36362 0.61076 2.19056
P: -0.71838 1.01264 3.15005
O: -0.94740 1.02629 4.88995
S: 0.81336 -0.40801 2.51385
H: -3.95311 2.90176 2.70050
H: -3.33182 4.10290 1.32119
H: -2.14241 3.47965 2.64453
H: -1.70771 1.97617 0.46596
H: -2.21549 -0.36705 1.55379
H: -3.29355 0.51551 2.92879
H: -0.22865 2.33486 2.74041
H: -1.57219 1.79007 5.11170
H: 1.39635 0.26439 1.39654
C: -3.96750 -3.79901 -3.69664
C: -4.21353 -3.91858 -2.19521
C: -3.76311 -2.67436 -1.39561
O: -2.34988 -2.58720 -1.19214
C: -1.63448 -2.02910 -2.28425
N: -3.56422 -5.14182 -1.70129
H: -2.91543 -3.92280 -3.96314
H: -4.52592 -4.57336 -4.23725
H: -4.30333 -2.82630 -4.07246
H: -5.29612 -4.02481 -2.05389
H: -4.19938 -2.74415 -0.39162
H: -4.15124 -1.74842 -1.83647
H: -2.20319 -1.24676 -2.79525
H: -1.34875 -2.81473 -2.98479
H: -0.71319 -1.58849 -1.89317
H: -3.80829 -5.26669 -0.71800
H: -2.55535 -4.96106 -1.67804
C: 6.61766 1.97319 -0.30016
C: 5.75313 2.23039 0.93093
C: 4.59814 1.21597 1.09610
O: 3.48675 1.44477 0.22509
C: 3.64607 0.90946 -1.08030
N: 5.25473 3.61286 0.88353
H: 6.12859 2.27345 -1.22959
H: 7.55325 2.54247 -0.23460
H: 6.88100 0.91274 -0.37939
H: 6.40440 2.13128 1.80801
H: 4.19993 1.32281 2.11257
H: 4.95326 0.18200 1.01146
H: 4.20515 -0.03078 -1.07681
H: 4.13079 1.64105 -1.72794
H: 2.65016 0.71894 -1.48983
H: 4.75502 3.80964 1.75163
H: 4.51964 3.64558 0.16965


(2)
Density functional theory data (ωB97M-V with the def2-TZVPD basis set) for a cluster of 2 separate species, C2H2N4O2 in total at a distorted geometry.

Results
Kohn-Sham gap (eV): 8.884

Element x y z (Å)
C: -0.17343 -0.22505 0.02752
C: 0.06898 -0.08373 -1.46388
H: -1.21044 -2.04224 2.55359
H: -0.85615 -0.57291 -2.04419
N: -0.79974 -1.14893 0.58190
N: 1.00554 0.71855 -1.88374
N: 1.06128 1.75417 0.43535
N: 0.07996 1.11875 0.91167
O: -1.03849 -0.92194 1.81798
O: 1.86249 1.40332 -0.93619


(3)
Density functional theory data (ωB97M-V with the def2-TZVPD basis set) for the ion C4H10NO2 with charge +1 at a distorted geometry.

Results
Charge: +1
Kohn-Sham gap (eV): 12.021
Structure (SMILES): C[C@@H]1[NH2+]CO[C@@H]1O

Element x y z (Å)
C: -1.76698 -0.59794 -0.27354
C: -0.62205 -0.14590 0.61377
N: -0.13966 1.26971 0.47297
C: 1.30991 1.17870 -0.01865
O: 1.87173 -0.02853 0.31922
C: 0.84882 -1.04041 0.17639
O: 0.53205 -1.26641 -1.13878
H: -1.60928 -1.74599 -0.02759
H: -1.55702 -0.45879 -1.30521
H: -2.71341 -0.11303 0.03691
H: -0.76149 -0.28602 1.68015
H: -0.10359 1.86190 1.30045
H: -0.70587 1.73731 -0.24788
H: 1.34260 1.24983 -1.08731
H: 1.96966 2.09929 0.34800
H: 0.99550 -1.88056 0.84363
H: 1.10909 -1.83315 -1.69253


(4)
Density functional theory data (ωB97M-V with the def2-TZVPD basis set) for a structure of composition C4H7FI2 at a distorted geometry.

Results
Kohn-Sham gap (eV): 9.259

Element x y z (Å)
C: 0.81598 1.23019 0.52721
C: -0.08377 -0.06792 -1.41686
C: -0.36015 0.38249 0.00095
C: -0.56328 -1.01744 0.88869
F: 0.29979 0.85453 -2.26870
I: -2.42422 -1.91935 0.42429
I: 1.04557 -2.44362 0.73309
H: 1.80159 0.72162 0.45332
H: 0.69112 1.34560 1.54770
H: 0.89508 2.28984 0.09892
H: -0.78630 -0.73388 -1.92005
H: 0.74944 -0.84774 -1.12056
H: -1.26625 0.91164 0.08431
H: -0.81461 -0.70596 1.96770


(5)
Density functional theory data (ωB97M-V with the def2-TZVPD basis set) for a structure of composition C27H42Cl2NOsP at a distorted geometry.

Results
Spin multiplicity: 5
Kohn-Sham gap (spin up / spin down) (eV): 5.903 / 5.053
<S²>: 6.05

Element x y z (Å)
P: 0.95716 -0.16451 -0.92987
C: 0.43541 1.24471 -2.02548
C: 1.03799 1.36658 -3.42747
C: 0.55109 2.68458 -4.06413
C: -0.97645 2.85097 -4.05352
C: -1.60364 2.60953 -2.68119
C: -1.10353 1.30522 -2.05898
C: 0.25375 -1.84279 -1.32603
C: 0.32937 -2.39409 -2.74744
C: -0.24691 -3.82675 -2.77519
C: -1.67448 -3.92646 -2.21628
C: -1.85320 -3.21396 -0.87122
C: -1.21877 -1.82462 -0.85274
C: 2.77639 -0.27841 -0.78231
C: 3.35959 1.07715 -0.32375
C: 4.88071 1.03265 -0.13091
C: 5.39586 -0.18133 0.64899
C: 4.73341 -1.52349 0.31847
C: 3.21383 -1.45348 0.12354
H: 0.77984 2.12439 -1.44374
H: 0.73936 0.49896 -4.03362
H: 2.13845 1.34099 -3.37409
H: 0.91289 2.76657 -5.09838
H: 0.98846 3.52423 -3.50568
H: -1.24662 3.85644 -4.39175
H: -1.42370 2.15922 -4.77762
H: -1.36390 3.44040 -2.00473
H: -2.69532 2.56175 -2.76046
H: -1.51343 1.19916 -1.04440
H: -1.47225 0.45719 -2.65894
H: 0.84299 -2.51999 -0.67468
H: 0.39900 -4.49532 -2.18676
H: 1.36828 -2.37285 -3.10564
H: -0.24699 -1.73280 -3.41416
H: -0.23395 -4.21201 -3.80511
H: -1.94626 -4.98084 -2.08965
H: -2.38479 -3.52640 -2.95218
H: -2.91710 -3.10872 -0.63023
H: -1.40650 -3.82171 -0.07237
H: -1.29914 -1.37242 0.14797
H: -1.77874 -1.17455 -1.53924
H: 3.05355 -0.48223 -1.83920
H: 3.12707 1.85772 -1.06290
H: 2.86217 1.38462 0.61045
H: 5.34933 1.05815 -1.12394
H: 5.21357 1.94617 0.37536
H: 5.25615 0.01032 1.71867
H: 6.47836 -0.26665 0.50957
H: 4.96839 -2.23700 1.11722
H: 5.17761 -1.94499 -0.59363
H: 2.87548 -2.40732 -0.30294
H: 2.71151 -1.35706 1.09943
Os: -0.37820 1.08610 3.72893
Cl: 0.44007 -0.92843 3.36805
Cl: 0.69524 2.77325 2.58050
C: -1.94535 1.38642 2.80109
H: -2.10819 2.39807 2.34975
C: -3.13495 0.55371 2.56448
C: -3.15056 -0.79768 2.97403
C: -4.33216 -1.53946 2.91985
C: -5.50367 -0.93886 2.43792
C: -5.48997 0.38343 1.94876
C: -4.32383 1.12143 2.00204
H: -2.22285 -1.23998 3.33840
H: -4.34750 -2.57413 3.27110
H: -6.40123 0.82917 1.54570
H: -4.29244 2.15173 1.63100
H: -6.43884 -1.50002 2.43673
C: 0.22588 2.63922 7.64049
C: -0.30929 2.34508 6.34646
N: -0.58012 1.97696 5.27257
H: 0.88562 3.51560 7.57927
H: 0.78198 1.77751 8.04362
H: -0.63101 2.86594 8.30214


Per-record energy, eV: -111189.3686 -12152.1762 -9887.0034 -23179.0196 -66968.4828